Entry from the Open Molecules 2025 dataset: a 2-piece molecular cluster, C14H16O overall at a distorted geometry (the ωB97M-V functional and the def2-TZVPD basis).

Calculated values
Energy relative to the best compared isomer or geometry (same formula, charge and spin) = 24.6 kcal per mole
HOMO energy = -0.31204 Ha
Total energy = -618.27684 Ha
Structure (SMILES) = Cc1ccc(O)cc1.Cc1ccccc1

Last column: natural (NBO) charge in e.
CARTESIAN COORDINATES (ANGSTROEM)
1 C 1.64922 1.25982 4.18246  -0.62
2 C 1.84390 1.92152 0.50295  -0.27
3 C 1.75465 2.11463 1.86080  -0.19
4 C 2.15610 0.62855 0.05653  0.29
5 C 2.06636 1.05465 2.74652  -0.04
6 C 2.76537 -0.29452 0.89929  -0.26
7 C 2.64904 -0.09026 2.28636  -0.20
8 O 1.97895 0.16228 -1.22411  -0.72
9 H 1.62393 2.61997 -0.29718  0.22
10 H 1.55449 3.08003 2.30579  0.21
11 H 2.20784 0.70664 -2.00125  0.49
12 H 3.28207 -1.08699 0.38162  0.23
13 H 2.03878 2.19709 4.58845  0.21
14 H 2.00002 0.47848 4.85104  0.21
15 H 3.02528 -0.82073 2.98845  0.21
16 H 0.56122 1.26049 4.26554  0.22
17 C -2.12140 -0.00630 -3.88391  -0.64
18 C -1.15283 -1.40323 -0.45254  -0.20
19 C -2.33196 -2.03386 -0.08481  -0.23
20 C -1.04263 -0.82067 -1.72040  -0.22
21 C -2.16543 -0.67094 -2.52129  -0.01
22 C -3.46051 -1.91067 -0.88766  -0.20
23 C -3.38542 -1.17356 -2.04565  -0.22
24 H -0.21389 -1.52220 0.07624  0.22
25 H -2.37992 -2.36695 0.94629  0.21
26 H -0.04290 -0.48588 -1.97638  0.23
27 H -4.39021 -2.27842 -0.47115  0.21
28 H -2.80791 -0.56322 -4.52181  0.22
29 H -1.11334 -0.19192 -4.27367  0.21
30 H -4.25799 -0.82596 -2.59142  0.21
31 H -2.29088 1.06214 -3.98508  0.22